1.
Formula: C41H39N3O7P2Sn
Source: the Open Molecules 2025 dataset
Level of theory: ωB97M-V with the def2-TZVPD basis set

The geometry in XYZ format:
```
93
Properties=species:S:1:pos:R:3:forces:R:3
Sn 1.2695 -1.3048 -3.1395 1.323 -0.159 2.591
C -2.5273 0.9127 0.7072 -0.003 -0.533 -0.283
C -2.6179 0.4751 -0.5548 1.193 -0.419 0.544
C -3.3018 1.1827 -1.6745 -0.703 0.049 0.157
C -2.5096 2.3232 -2.3304 0.690 0.291 -0.646
C -1.5750 3.0746 -1.4124 -0.201 -1.795 -2.252
C -2.0286 3.7382 -0.3414 -1.472 0.726 2.490
C -3.3042 3.3588 0.3799 0.591 1.562 0.253
C -3.3032 2.0708 1.2201 -0.341 0.210 0.470
C 3.2107 -0.5815 -2.6098 -0.254 -0.052 -0.155
H -1.9798 0.3652 1.4813 -0.291 -0.066 -0.575
H -2.1126 -0.4516 -0.8560 -0.028 0.378 0.381
H -4.2444 1.6162 -1.3445 -0.221 -0.363 0.011
H -3.5272 0.4328 -2.4367 -0.128 0.338 -0.137
H -1.8956 1.9512 -3.1469 0.030 -0.149 -0.047
H -3.2274 3.0135 -2.8047 0.217 0.014 0.246
H -0.5238 3.0149 -1.6448 0.259 0.340 0.082
H -1.4916 4.6053 0.0499 0.110 -0.192 -0.127
H -4.1320 3.2859 -0.3431 0.400 0.268 -0.049
H -3.4845 4.2137 1.0527 -0.358 -0.443 -0.272
H -3.0775 2.3049 2.2674 0.273 -0.026 -0.360
H -4.3426 1.7552 1.2362 -0.310 -0.036 0.170
H 3.5934 -1.2838 -1.8640 0.298 0.175 -0.277
H 3.0680 0.3972 -2.1463 0.280 0.082 -0.163
H 3.7934 -0.5463 -3.5348 0.356 0.165 0.434
P 0.2915 -2.1435 -7.4733 -1.676 0.055 -0.758
P 2.1860 0.1303 -8.0452 -0.568 1.545 -2.483
C -0.4246 -0.6079 -8.0899 1.048 1.383 -0.413
C 0.4629 0.2763 -8.6129 -1.188 -1.182 0.525
C -0.2793 -3.2069 -8.9306 0.869 -0.200 0.099
C -1.3284 -2.8100 -9.7746 -0.179 0.158 0.087
C -1.7723 -3.6456 -10.8029 0.216 0.117 0.286
C -1.1422 -4.8705 -11.0238 0.062 0.187 0.279
C -0.0356 -5.2328 -10.2497 -0.082 0.098 -0.024
C 0.4149 -4.3981 -9.2265 -0.274 0.241 0.282
C -0.9219 -2.4191 -6.1296 0.166 -0.157 0.112
C -0.8995 -1.5653 -5.0182 -0.077 0.284 -0.794
C -1.8408 -1.6902 -3.9985 -0.162 -0.111 -0.301
C -2.8591 -2.6391 -4.1134 0.216 0.134 -0.111
C -2.8901 -3.4782 -5.2344 -0.062 -0.009 0.035
C -1.9076 -3.3961 -6.2249 -0.453 -0.139 0.318
C 2.8433 0.5872 -9.7610 0.658 -0.394 0.406
C 2.5164 -0.2194 -10.8705 -0.187 0.104 0.101
C 2.7244 0.2584 -12.1671 -0.007 0.088 0.281
C 3.2996 1.5218 -12.3601 0.010 -0.130 0.311
C 3.7259 2.2780 -11.2627 -0.089 -0.267 0.107
C 3.5363 1.7868 -9.9674 -0.079 0.268 -0.039
C 2.2607 1.7732 -7.2081 0.419 -0.300 0.778
C 3.4268 2.0737 -6.4858 -0.145 0.261 -0.149
C 3.5962 3.3361 -5.9198 -0.264 0.267 0.029
C 2.5806 4.3006 -6.0223 0.024 -0.323 -0.123
C 1.4072 3.9897 -6.7170 0.047 -0.121 0.078
C 1.2370 2.7252 -7.2882 0.011 0.229 -0.011
H -1.5150 -0.4790 -8.0871 0.454 -0.072 -0.259
H 0.2127 1.0737 -9.3311 0.017 -0.319 0.575
H -1.8100 -1.8372 -9.6449 0.067 -0.521 -0.038
H -2.6141 -3.3221 -11.4167 0.274 -0.156 0.138
H -1.5169 -5.5320 -11.7986 0.148 0.063 0.078
H 0.4732 -6.1747 -10.4438 -0.059 0.225 0.039
H 1.3011 -4.6600 -8.6442 -0.313 -0.071 -0.146
H -0.0763 -0.8267 -4.9404 -1.393 -0.442 -0.653
H -1.7570 -1.0774 -3.0982 -0.052 -0.083 -0.249
H -3.6164 -2.7151 -3.3243 0.302 -0.082 -0.414
H -3.6959 -4.2015 -5.3353 0.203 0.078 0.024
H -1.9390 -4.0534 -7.0923 -0.030 0.056 0.263
H 2.0596 -1.2015 -10.7159 0.074 0.295 -0.088
H 2.4165 -0.3411 -13.0278 0.163 0.183 0.345
H 3.4316 1.9072 -13.3668 -0.008 -0.068 0.143
H 4.1897 3.2575 -11.4063 -0.115 -0.410 0.028
H 3.8773 2.3738 -9.1124 -0.152 -0.112 -0.324
H 4.2142 1.3287 -6.3998 -0.039 0.125 0.009
H 4.5217 3.5858 -5.4039 -0.215 -0.132 -0.059
H 2.6953 5.2851 -5.5574 0.044 -0.403 -0.252
H 0.6112 4.7332 -6.8292 0.335 -0.289 0.096
H 0.3078 2.5112 -7.8129 0.295 0.122 0.166
O -0.0576 -0.6392 4.9543 1.076 -1.738 -1.221
N 0.5652 -1.5130 4.3061 -0.353 -0.122 3.074
O 1.0929 -2.5162 4.8194 -1.015 1.791 -1.501
C 0.7024 -1.2631 2.8968 0.021 0.019 -1.391
C 0.3640 0.0147 2.4302 0.492 -0.071 -0.282
C 0.6425 0.3362 1.1067 0.073 -0.269 -0.158
C 0.8320 -0.6942 0.1085 -0.125 -0.089 -1.578
O 0.5263 -0.5515 -1.1444 0.340 0.604 1.256
C 1.2238 -1.9716 0.6412 -0.699 0.535 0.762
C 1.1381 -2.2578 2.0093 -0.576 0.422 0.180
N 1.3767 -3.0740 -0.2438 0.162 -2.075 -1.820
O 1.2442 -4.2222 0.1827 0.428 2.298 -0.933
O 1.6578 -2.8646 -1.4973 -0.408 -1.060 2.664
N 0.7298 1.7498 0.7619 -0.108 1.291 -0.043
O 0.6717 2.5779 1.6945 -0.205 -1.437 -1.723
O 0.9279 2.0727 -0.4268 -0.268 -0.501 1.703
H -0.1517 0.7522 3.0533 0.824 -0.257 0.084
H 1.2256 -3.2877 2.3418 0.374 0.218 0.110
```
Positions in Å, forces in eV/Å.

Values from the calculation:
Charge: +2
F_max: 3.10 eV Å⁻¹
Gap between HOMO and LUMO (spin up / spin down): 4.102 / 3.368 eV
E_LUMO (spin up / spin down): -8.37 / -9.11 eV
M: 866.436 g mol⁻¹
ΔE to the lowest compared entry with this formula, charge and spin: 1.861 eV

Here are the Löwdin charges for atoms 1 to 2, given in e: atom 1 (Sn): 1.431, atom 2 (C): -0.084

---

2.
Formula: C41H40FN6O4ReS
Source: the Open Molecules 2025 dataset
Level of theory: ωB97M-V with the def2-TZVPD basis set

The geometry in XYZ format:
```
94
Properties=species:S:1:pos:R:3:forces:R:3
Re 1.1738 0.2772 -1.5660 0.459 -0.739 0.725
N -2.2568 2.5877 -0.7017 0.671 -0.488 -0.968
C -2.3579 2.9423 0.6479 -0.148 0.227 1.076
C -3.1902 3.9875 1.0210 0.101 -0.180 -0.094
C -3.3187 4.3378 2.3556 0.032 -0.013 -0.069
C -2.5961 3.6631 3.3204 0.005 -0.061 -0.035
C -1.7364 2.6399 2.9525 0.063 -0.064 -0.124
C -1.6314 2.2686 1.6242 0.184 -0.029 -0.791
S -0.6022 0.8905 1.1647 -0.020 -0.264 0.625
N -0.4727 1.0306 -0.5305 -0.038 0.453 -0.546
C -1.2731 1.8145 -1.2242 -0.440 0.080 0.776
C -1.0433 1.8121 -2.6588 0.020 0.055 -0.833
C -1.8606 2.4393 -3.6017 0.291 -0.250 0.492
C -1.4909 2.4558 -4.9298 0.459 -0.233 -0.019
C -0.3018 1.8270 -5.2906 -0.516 0.239 0.182
C 0.4431 1.1893 -4.3254 0.448 -0.210 -0.299
N 0.0919 1.1550 -3.0308 -0.709 0.579 -0.138
H -2.6709 3.2567 -1.3357 0.032 -0.145 0.039
H -3.7474 4.5187 0.2658 -0.122 0.108 -0.143
H -3.9797 5.1401 2.6362 -0.105 0.116 0.013
H -2.6962 3.9219 4.3615 0.003 0.064 0.116
H -1.1599 2.1236 3.7004 0.075 -0.077 0.117
H -2.7859 2.9016 -3.3001 -0.078 0.080 0.069
H -2.0943 2.9573 -5.6677 -0.120 0.031 -0.070
H 0.0362 1.8343 -6.3121 0.129 -0.062 -0.111
H 1.3735 0.7039 -4.5881 -0.002 0.005 0.073
N 0.6514 -1.8818 -1.9753 0.147 0.520 0.155
C 1.0715 -2.4838 -3.2556 0.308 -0.222 -0.432
C 2.5852 -2.4338 -3.4412 0.061 0.744 -0.103
C 3.0891 -0.9926 -3.6854 0.487 -2.384 -1.615
O 3.7846 -0.7452 -4.6440 -0.198 0.324 0.361
O 2.6862 -0.1211 -2.8348 -1.638 1.725 1.850
H 1.1596 -2.3781 -1.2385 -0.247 -0.076 0.137
H -0.3330 -2.0950 -1.8182 0.056 0.116 0.264
H 0.5847 -1.9442 -4.0733 -0.067 -0.073 0.053
H 0.7473 -3.5311 -3.2992 -0.068 0.227 0.058
H 2.8648 -3.0188 -4.3165 0.035 -0.020 0.138
H 3.1051 -2.8234 -2.5622 -0.053 -0.139 0.027
C -0.6136 -2.9738 4.8261 0.211 0.158 -0.183
C -0.5503 -1.8118 3.8270 0.104 -0.039 0.182
C -0.3755 -0.4814 4.5627 0.072 -0.226 -0.151
C -1.7784 -1.8357 2.9500 -0.171 0.070 -0.624
C -2.9941 -1.5449 3.5390 -0.204 -0.141 -0.042
C -4.1807 -1.5703 2.8283 -0.107 0.020 -0.071
C -4.1635 -1.9140 1.4835 -0.093 0.095 0.326
C -2.9838 -2.1803 0.8236 0.218 -0.260 0.284
C -3.0574 -2.5915 -0.6290 0.234 0.121 0.005
C -2.6700 -1.4022 -1.5177 -0.135 -0.153 0.047
C -2.2530 -3.8496 -0.9628 -0.104 0.100 -0.030
C -1.7464 -2.1038 1.5385 -1.047 0.048 1.036
N -0.6061 -2.1481 0.8455 1.118 0.864 -1.624
C 0.5472 -2.7135 1.2433 0.043 -0.261 -0.341
C 0.5863 -4.0423 1.7289 0.231 0.186 -0.063
C 1.7790 -4.6686 2.0002 0.039 0.054 0.097
C 2.9875 -4.0002 1.8415 0.093 0.122 -0.026
C 2.9959 -2.7002 1.3538 0.048 0.102 -0.123
C 1.8011 -2.1050 1.0233 -0.463 -1.014 0.230
F 1.8125 -0.8134 0.5179 0.279 0.639 -0.322
H 0.3244 -3.0409 5.3703 0.116 -0.057 0.149
H -0.7796 -3.9170 4.3119 -0.039 -0.102 -0.004
H -1.4162 -2.8222 5.5423 -0.145 -0.019 0.098
H 0.3470 -1.9466 3.2238 -0.151 0.040 0.149
H -1.2582 -0.2088 5.1340 -0.108 0.061 0.079
H -0.1633 0.3047 3.8412 0.066 0.136 0.037
H 0.4650 -0.5487 5.2498 0.107 0.059 0.071
H -3.0284 -1.3100 4.5912 0.005 0.030 0.182
H -5.1159 -1.3548 3.3226 -0.077 0.021 0.041
H -5.0999 -1.9908 0.9513 -0.127 -0.013 -0.132
H -4.1022 -2.8327 -0.8423 -0.007 0.070 0.033
H -1.7579 -0.9410 -1.1505 0.095 -0.004 0.061
H -3.4547 -0.6491 -1.4938 -0.079 0.141 -0.016
H -2.5357 -1.7208 -2.5497 0.012 0.004 -0.280
H -1.2000 -3.7314 -0.7175 0.026 -0.070 0.013
H -2.3558 -4.0703 -2.0227 0.010 -0.100 -0.202
H -2.6357 -4.7066 -0.4133 0.009 -0.068 0.091
H -0.3555 -4.5560 1.8466 -0.122 -0.030 0.045
H 1.7732 -5.6895 2.3472 0.020 -0.139 0.073
H 3.9151 -4.4869 2.0902 0.147 -0.029 0.003
H 3.9123 -2.1467 1.2228 0.149 0.056 -0.042
O 0.6342 3.7906 -1.1996 0.395 0.005 -0.040
C 1.7629 3.3559 -1.0384 -0.804 0.931 0.008
N 2.0733 2.0258 -1.0317 -0.816 -1.662 -0.566
C 3.4098 1.8169 -0.7800 1.052 -0.588 0.571
O 3.8536 0.6972 -0.6168 0.150 0.567 0.031
C 4.0586 3.1415 -0.7202 -0.138 0.593 -0.099
C 5.3827 3.5134 -0.6440 -0.093 -0.084 0.014
C 5.6676 4.8767 -0.6290 0.073 -0.160 0.038
C 4.6532 5.8220 -0.6589 -0.150 0.020 -0.009
C 3.3159 5.4424 -0.7568 -0.077 -0.041 -0.015
C 3.0352 4.0946 -0.8123 0.539 -0.198 0.021
H 6.1622 2.7676 -0.6197 0.096 -0.033 0.045
H 6.6980 5.1974 -0.5956 0.055 0.061 0.045
H 4.9027 6.8719 -0.6194 0.031 0.061 -0.019
H 2.5266 6.1757 -0.7992 -0.086 0.098 -0.037
```
Positions in Å, forces in eV/Å.

Values from the calculation:
Charge: +1
F_max: 3.01 eV Å⁻¹
Gap between HOMO and LUMO (spin up / spin down): 3.107 / 3.201 eV
Expectation value of S²: 1.244
E_LUMO (spin up / spin down): -5.51 / -5.16 eV
2S+1: 2
M: 918.081 g mol⁻¹

Here are the Löwdin charges for atoms 1 to 2, given in e: atom 1 (Re): 1.714, atom 2 (N): 0.173

---

3.
Formula: C41H40N7O4STi
Source: the Open Molecules 2025 dataset
Level of theory: ωB97M-V with the def2-TZVPD basis set

The geometry in XYZ format:
```
94
Properties=species:S:1:pos:R:3:forces:R:3
Ti -0.7138 0.2945 -0.3280 -0.577 0.496 -1.230
C 3.2647 1.8166 0.7586 -0.847 1.081 -0.175
C 1.7751 1.6052 0.7198 -0.093 -0.222 -3.726
N 1.1646 1.2483 -0.4279 0.366 1.062 3.960
N 1.8757 1.1644 -1.5164 1.900 0.191 -1.458
C 1.1368 1.0024 -2.5909 -1.824 -1.041 0.693
O -0.1600 0.8036 -2.4773 1.839 0.403 0.239
C 1.8565 1.0138 -3.8928 -0.573 -0.903 -0.159
C 1.1264 0.8033 -5.0721 -0.029 -0.558 0.235
C 1.7667 0.9763 -6.2930 -0.419 0.206 0.172
C 3.0911 1.3773 -6.3665 -0.459 0.064 -0.034
C 3.8206 1.4552 -5.1946 0.993 -0.253 0.321
C 3.2478 1.1466 -3.9717 -0.628 1.339 0.366
C 0.9174 2.0020 1.7996 -0.568 -0.227 1.030
C 1.4882 2.4955 2.9896 0.488 1.059 -0.467
C 0.6428 2.8125 4.0358 -0.280 -1.117 0.415
C -0.7132 2.4991 3.8605 -0.488 0.791 2.210
C -1.2236 2.1520 2.6453 0.553 -0.951 -1.112
N -0.4134 1.8518 1.6177 0.463 0.122 0.400
H 3.7151 1.1020 1.4306 0.312 0.117 0.486
H 3.6988 1.7072 -0.2176 -0.061 -0.378 -0.414
H 3.4260 2.8890 1.0032 0.263 -0.737 0.410
H 0.1114 0.3701 -5.0032 0.494 0.833 -0.052
H 1.2040 0.9012 -7.2060 -0.177 -0.245 -0.208
H 3.4595 1.6246 -7.3533 0.442 0.016 0.174
H 4.8690 1.7567 -5.1471 -0.227 -0.188 -0.457
H 3.8378 1.2389 -3.0600 -0.236 -0.113 -0.231
H 2.5680 2.7705 3.0060 -1.026 -0.610 0.157
H 1.0263 3.1133 5.0274 -0.268 -0.013 -0.776
H -1.4163 2.5119 4.7255 0.662 0.388 -0.773
H -2.2872 2.0114 2.4868 0.058 -0.017 -0.036
C -2.1362 5.6463 -1.9152 0.453 0.828 -0.157
C -3.3436 5.0798 -1.5922 -0.244 -1.247 -0.137
C -3.4129 3.7488 -1.1928 0.907 0.521 0.348
C -2.2040 2.9547 -1.1124 -0.936 3.822 -1.448
C -1.0093 3.5768 -1.4686 -0.014 0.806 -0.040
C -0.9620 4.9532 -1.8211 -0.177 -1.589 0.795
N -2.2603 1.7046 -0.6149 -1.596 -1.408 1.673
N -3.4918 1.5565 -0.0576 1.096 -1.318 -0.513
C -3.6191 0.3937 0.6103 -1.676 0.591 1.473
C -4.8920 0.1370 1.2736 1.487 -0.718 0.312
C -4.9557 -0.9018 2.2023 -0.192 1.526 -2.043
C -3.8267 -1.7081 2.2693 0.450 -0.534 1.143
C -2.6233 -1.4002 1.6965 -1.057 0.833 -1.179
N -2.5391 -0.3235 0.8715 1.656 -0.894 0.127
H -2.0772 6.6859 -2.1880 -0.145 0.290 -0.037
H -4.2106 5.7014 -1.6908 -0.555 -0.016 0.208
H -4.3156 3.3438 -0.7560 0.038 0.132 -0.584
H -0.1407 2.9587 -1.3973 0.627 0.184 -0.004
H -0.0648 5.5446 -1.8487 0.565 -0.414 -0.457
H -5.6858 0.8126 1.0461 -0.443 0.274 0.039
H -5.8635 -1.0944 2.7699 0.250 -0.089 -0.144
H -3.8810 -2.5673 2.8856 0.128 -0.787 0.554
H -1.7541 -2.0173 1.7914 0.275 -0.177 0.080
C 2.3547 -0.5296 7.3367 -1.620 0.333 -0.450
C 2.0179 -0.9362 5.9103 -0.007 0.563 -1.393
C 3.0086 -0.6752 4.9180 -0.489 -0.581 1.269
C 2.8585 -1.1223 3.6122 -0.745 0.373 -0.572
C 1.5748 -1.5332 3.1886 -0.661 -0.818 0.814
C 0.5494 -1.7774 4.1350 0.966 1.603 -0.120
C 0.7461 -1.3929 5.4576 1.490 0.207 0.650
S 1.0794 -2.0092 1.5255 1.423 1.987 0.348
O 0.1859 -3.1092 1.7803 0.071 0.007 -0.865
O 2.3229 -2.1023 0.7959 -0.583 -0.654 0.201
O 0.3130 -0.7898 0.8960 0.065 -2.011 1.166
H 1.6090 -0.8159 8.0880 0.051 -0.155 -0.344
H 2.3723 0.5480 7.3372 0.054 0.617 0.186
H 3.3091 -0.8380 7.6856 0.868 -0.574 0.006
H 3.8886 -0.0944 5.2395 -0.102 -0.811 -0.274
H 3.7386 -1.1568 2.9670 -0.553 0.380 -0.235
H -0.3973 -2.1502 3.7836 -0.148 0.022 0.120
H -0.0578 -1.3479 6.1744 -0.248 -0.582 0.099
C 1.0998 -3.9919 -3.6688 -1.437 0.638 1.297
N 0.8805 -4.2117 -2.2196 0.327 -0.985 -1.028
C 1.5870 -5.3233 -1.5783 0.563 0.506 0.595
C 0.5007 -3.0736 -1.4432 2.170 0.532 2.560
C -0.8157 -2.4852 -1.7777 -0.978 -1.531 -0.747
C -1.6624 -3.4328 -2.3483 -2.499 -0.105 -1.119
C -3.0114 -3.0922 -2.7178 1.457 -1.424 0.716
C -3.4438 -1.8038 -2.5782 0.603 0.455 -0.258
C -2.5393 -0.8608 -2.1475 0.271 1.092 0.989
C -1.3066 -1.2077 -1.5746 -0.172 0.075 -0.200
H 0.1941 -4.2762 -4.2684 0.826 0.033 0.291
H 1.9684 -4.5422 -3.9447 0.582 -0.446 -0.598
H 1.2641 -2.9150 -3.8519 0.077 -0.313 0.009
H 2.0654 -4.9673 -0.6106 -0.355 -0.519 -1.150
H 2.3436 -5.8046 -2.2319 -0.006 0.858 0.178
H 0.9764 -6.1993 -1.3459 -0.608 0.203 0.273
H 1.3401 -2.3197 -1.4264 -0.779 -0.179 -0.301
H 0.4561 -3.3698 -0.3395 -0.036 -0.082 -1.774
H -1.3010 -4.4658 -2.5147 -0.282 0.860 0.201
H -3.7227 -3.8441 -3.0554 0.356 -0.068 -0.003
H -4.4355 -1.4923 -2.7999 -0.686 0.081 -0.439
H -2.8050 0.2084 -2.1369 -0.175 -0.800 -0.067
```
Positions in Å, forces in eV/Å.

Values from the calculation:
Charge: 0
F_max: 4.19 eV Å⁻¹
Gap between HOMO and LUMO (spin up / spin down): 5.658 / 6.010 eV
Expectation value of S²: 0.768
E_LUMO (spin up / spin down): -1.30 / -1.29 eV
2S+1: 2
M: 774.750 g mol⁻¹
ΔE to the lowest compared entry with this formula, charge and spin: 2.108 eV

Here are the Löwdin charges for atoms 1 to 2, given in e: atom 1 (Ti): 1.161, atom 2 (C): 0.000

---

> M of number 2 (C41H40FN6O4ReS)?

918.081 g mol⁻¹